(1)
{
  "formula": "C4H24BO20",
  "method": "ωB97M-V/def2-TZVPD",
  "total_charge": -1,
  "e_above_lowest_kj_mol": 270.8,
  "energy_ev": -46171.3210,
  "species": ["O", "C", "O", "B", "O", "C", "O", "O", "C", "O", "C", "O", "O", "O", "H", "H", "O", "H", "H", "O", "H", "H", "O", "H", "H", "O", "H", "H", "O", "H", "H", "O", "H", "H", "O", "H", "H", "O", "H", "H", "O", "H", "H", "O", "H", "H", "O", "H", "H"],
  "positions_angstrom": [[-2.96806, 0.16259, 1.18524], [-1.87738, 0.07872, 0.60129], [-1.60846, 0.49272, -0.64727], [-0.19835, 0.26031, -1.05648], [0.35319, -0.34988, 0.18537], [-0.51295, -0.53109, 1.16581], [-0.30781, -1.05354, 2.23807], [0.48192, 1.50234, -1.50520], [1.08040, 1.38355, -2.72706], [1.66719, 2.25188, -3.40218], [0.70736, -0.07546, -3.11490], [-0.04644, -0.59993, -2.23380], [0.92993, -0.58811, -4.16834], [-5.66042, -2.69368, 4.74981], [-4.93200, -2.07949, 4.65823], [-6.08491, -2.69218, 3.89188], [-3.95656, 3.36486, 6.15392], [-4.47923, 3.49038, 5.36191], [-3.06988, 3.20080, 5.83282], [5.01519, -2.59014, -1.63273], [4.47914, -2.38145, -0.86767], [5.13208, -3.53932, -1.59217], [0.27950, -3.90847, 8.25738], [0.46180, -3.46709, 7.42780], [-0.65745, -3.77407, 8.39989], [0.96789, 7.70339, -1.97193], [0.07308, 7.77377, -1.63940], [0.87424, 7.27957, -2.82506], [3.35803, -5.28373, -5.75690], [3.20055, -5.55163, -4.85154], [3.71013, -4.39642, -5.68683], [-2.11171, -3.33292, -5.92507], [-2.73827, -2.61302, -5.85158], [-1.29411, -2.97582, -5.57830], [5.77930, 3.61849, -0.43741], [5.79876, 3.15122, -1.27258], [5.94198, 2.94199, 0.21994], [4.17787, -3.04273, 2.34377], [4.98352, -2.53114, 2.27015], [3.47809, -2.41632, 2.15896], [-1.39266, -5.71434, 3.15926], [-2.09542, -5.69299, 2.50971], [-1.19479, -4.79335, 3.32910], [-2.93466, 4.84753, -4.36305], [-2.42658, 5.65867, -4.37517], [-2.73164, 4.44982, -3.51640], [-2.43685, 5.21377, -0.01909], [-1.88760, 4.73468, 0.60143], [-3.32699, 5.10724, 0.31638]],
  "nbo_charge": [-0.581, 0.684, -0.660, 1.178, -0.667, 0.699, -0.577, -0.676, 0.689, -0.553, 0.674, -0.642, -0.568, -0.941, 0.473, 0.468, -0.938, 0.468, 0.470, -0.938, 0.472, 0.466, -0.938, 0.471, 0.467, -0.936, 0.468, 0.468, -0.939, 0.467, 0.472, -0.945, 0.466, 0.479, -0.935, 0.471, 0.464, -0.940, 0.464, 0.476, -0.940, 0.467, 0.473, -0.940, 0.463, 0.478, -0.941, 0.474, 0.467]
}


(2)
{
  "formula": "C4H7N3O",
  "method": "ωB97M-V/def2-TZVPD",
  "e_above_lowest_kj_mol": 772.6,
  "energy_ev": -10771.7397,
  "species": ["C", "C", "C", "C", "H", "H", "H", "H", "H", "H", "H", "N", "N", "N", "O"],
  "positions_angstrom": [[-2.26808, -0.47007, -0.28149], [0.51570, 0.71674, -0.23469], [2.68207, 0.00543, 0.18374], [-0.58714, 1.74796, -0.08177], [-2.02465, 0.47163, -1.15153], [-2.72096, -1.66578, -0.76635], [-3.03753, 0.04193, 0.64376], [-1.12447, -2.07120, 0.40505], [2.70621, -1.16060, -0.30576], [2.75468, 0.05883, 1.52521], [3.62501, 0.37212, -0.26274], [-0.99928, -0.97991, 0.31558], [0.29668, -0.50606, 0.01994], [-1.58649, 2.41610, 0.33610], [1.76824, 1.02287, -0.34504]],
  "nbo_charge": [-0.469, 0.377, -0.295, 0.203, 0.236, 0.199, 0.236, 0.389, 0.225, 0.215, 0.196, -0.493, -0.237, -0.287, -0.494]
}


(3)
{
  "formula": "C12H15P",
  "method": "ωB97M-V/def2-TZVPD",
  "e_above_lowest_kj_mol": 524.5,
  "energy_ev": -21968.8642,
  "species": ["C", "C", "C", "C", "C", "C", "C", "C", "C", "C", "C", "C", "P", "H", "H", "H", "H", "H", "H", "H", "H", "H", "H", "H", "H", "H", "H", "H"],
  "positions_angstrom": [[1.63719, 2.96923, -0.70106], [1.03411, 1.95438, -0.41230], [-4.02190, -0.19130, 0.39308], [-3.34509, 0.97971, 0.63001], [-3.40116, -1.17913, -0.22257], [-2.07732, 1.12638, 0.14920], [-2.07063, -1.08014, -0.70687], [-1.34426, 0.09540, -0.42897], [-0.00502, 0.21116, -0.93220], [1.68852, 0.17354, 1.68561], [1.62653, -1.99175, -0.03483], [2.83249, 0.03199, -1.00085], [1.36997, -0.17460, -0.02045], [2.15897, 3.78150, -1.00458], [-5.09396, -0.13032, 0.52392], [-3.84866, 1.95349, 1.10919], [-3.99729, -2.02643, -0.43415], [-1.56777, 2.11399, 0.24563], [-1.64101, -2.00902, -1.00936], [1.48907, -0.60594, 2.45073], [2.65406, 0.46100, 1.74675], [1.13694, 1.02009, 1.87707], [2.65088, -2.20784, 0.52229], [0.86229, -2.61578, 0.46227], [1.67091, -2.59182, -1.02306], [3.12279, 0.97884, -1.36466], [3.76424, -0.45166, -0.58976], [2.71510, -0.59496, -1.91011]],
  "nbo_charge": [-0.283, -0.243, -0.263, -0.173, -0.194, -0.226, -0.217, -0.166, -0.321, -0.985, -1.027, -0.972, 1.547, 0.219, 0.213, 0.214, 0.208, 0.223, 0.210, 0.254, 0.247, 0.257, 0.236, 0.240, 0.251, 0.254, 0.241, 0.256]
}


(4)
{
  "formula": "C24H44Cl3InN2O4Si",
  "method": "ωB97M-V/def2-TZVPD",
  "e_above_lowest_kj_mol": 517.3,
  "energy_ev": -87389.9804,
  "species": ["C", "C", "H", "H", "H", "C", "C", "H", "H", "H", "H", "In", "Cl", "Cl", "H", "H", "C", "C", "N", "H", "C", "O", "H", "H", "H", "H", "H", "H", "C", "C", "N", "H", "C", "O", "H", "H", "H", "H", "O", "C", "C", "C", "H", "C", "H", "C", "H", "C", "C", "H", "H", "H", "Si", "Cl", "C", "C", "C", "H", "H", "H", "H", "H", "H", "H", "H", "H", "C", "C", "C", "O", "C", "H", "H", "H", "H", "H", "H", "H", "H"],
  "positions_angstrom": [[2.83542, -3.05472, -2.95438], [3.17071, -1.71811, -2.27903], [3.70348, -3.46461, -3.49239], [1.99789, -2.90452, -3.64985], [2.61455, -3.85900, -2.22813], [4.36845, -1.06092, -2.56510], [5.17330, -1.18857, -3.80008], [4.78510, -0.43119, -1.79763], [4.57200, -1.12949, -4.72199], [5.77891, -2.09835, -3.89060], [5.90317, -0.37336, -3.79275], [-1.90641, 0.33413, 0.96374], [-1.67693, -1.79249, 2.23313], [-4.03816, 0.83747, -0.05298], [-5.91689, 1.88914, 3.92715], [-6.16304, -1.10876, 4.40330], [-5.56329, 1.44102, 2.98333], [-5.74785, -0.99922, 3.39543], [-4.91024, 0.18327, 3.27320], [-4.83558, 2.11289, 2.52127], [-3.58986, 0.12887, 3.51543], [-2.76294, 1.00016, 3.08098], [-5.17157, -1.90078, 3.17292], [-3.24613, -0.74349, 4.10294], [-6.40497, 1.24376, 2.30507], [-6.58607, -0.92307, 2.68522], [0.05651, 0.64697, -3.72204], [2.70651, 1.83278, -2.68977], [-0.14456, 1.70438, -3.48050], [1.98176, 2.65471, -2.63350], [0.65425, 2.15701, -2.35483], [-1.21159, 1.84812, -3.28925], [0.14382, 2.34252, -1.11656], [-1.06269, 2.40255, -0.79459], [2.25278, 3.34007, -1.82131], [0.93107, 2.43843, -0.35284], [0.16657, 2.27723, -4.35710], [1.98055, 3.17308, -3.59509], [1.88016, -0.88372, -2.07403], [2.41238, -1.43447, -0.92139], [3.18553, 0.79540, 0.00136], [3.06611, -0.59573, 0.11999], [2.76271, 1.27791, -0.88143], [3.81735, 1.56348, 0.99485], [1.74466, -2.21972, -0.57404], [3.63995, -1.22921, 1.25044], [3.82804, 2.65249, 0.88536], [4.37603, 0.92751, 2.11918], [4.27745, -0.46579, 2.23562], [3.59118, -2.32581, 1.32354], [4.85591, 1.53644, 2.89939], [4.68438, -0.96369, 3.12476], [-2.33248, -1.95355, -2.01371], [-0.68071, -0.65133, -0.82871], [-3.50373, -0.91482, -3.00011], [-3.46153, -2.61288, -0.66248], [-1.39925, -3.30620, -2.81747], [-3.22587, 0.13444, -3.12734], [-4.47267, -0.93083, -2.47814], [-3.67154, -1.36346, -3.98551], [-1.04387, -3.04907, -3.83413], [-2.10127, -4.15922, -2.90437], [-0.54375, -3.63905, -2.21434], [-2.92988, -2.79033, 0.28519], [-3.90831, -3.54068, -1.02652], [-4.25494, -1.89457, -0.46328], [0.37477, 1.40053, 4.17660], [0.34767, 2.85821, 3.68630], [0.02322, 2.79663, 2.19880], [-0.07339, 1.37137, 1.84612], [0.60550, 0.60060, 2.90619], [1.14512, 1.20685, 4.92766], [-0.60047, 1.11935, 4.59316], [1.32874, 3.31880, 3.83782], [-0.37972, 3.47013, 4.21948], [-0.90781, 3.29542, 1.89311], [0.85728, 3.20804, 1.60625], [1.66326, 0.57589, 2.62415], [0.18576, -0.42326, 2.92088]],
  "lowdin_charge": [-0.033, -0.409, 0.069, 0.068, 0.073, -0.217, -0.206, 0.050, 0.055, 0.041, 0.052, 0.181, 0.161, 0.153, 0.105, 0.095, -0.057, -0.029, -0.180, 0.071, -0.334, -0.151, 0.094, 0.118, 0.092, 0.099, 0.092, 0.085, -0.035, -0.050, -0.165, 0.083, -0.343, -0.099, 0.097, 0.112, 0.086, 0.094, -0.183, -0.322, -0.047, -0.174, 0.064, -0.093, 0.113, -0.028, 0.097, -0.125, -0.110, 0.119, 0.096, 0.099, 0.459, 0.498, -0.203, -0.235, -0.187, 0.027, 0.024, 0.043, 0.051, 0.051, 0.044, -0.040, 0.043, -0.013, -0.137, -0.136, -0.141, -0.277, -0.156, 0.122, 0.104, 0.116, 0.114, 0.131, 0.118, 0.108, 0.048]
}


For the records above, the corresponding HOMO level values read -7.65; -8.45; -7.65; -3.69 eV.